No. 1
Molecular formula: C49H109F2NO7P3S2
Method: DFT, ωB97M-V with the def2-TZVPD basis set

Values from the calculation:
Energy relative to the best compared isomer or geometry (same formula, charge and spin)   0.0 kJ/mol
Multiplicity   1
Gap between HOMO and LUMO   9.191 eV
Charge   +1

Geometry as XYZ:
```
173
C49H109F2NO7P3S2 ωB97M-V with the def2-TZVPD basis set
C -0.1436 -15.9192 -6.7744
C -1.5748 -15.4630 -6.9471
C -1.6464 -14.0141 -7.4268
C -3.0823 -13.5848 -7.7423
P -3.1856 -11.8945 -8.4165
C -1.8317 -11.6403 -9.5736
C -1.8437 -12.6128 -10.7544
C -0.5262 -12.5489 -11.5099
C -0.3270 -13.7145 -12.4580
C -4.8128 -11.8470 -9.2105
C -5.2566 -10.4580 -9.6704
C -4.6193 -10.0948 -11.0201
C -5.2832 -8.8640 -11.6074
C -3.2270 -10.7919 -6.9991
C -2.1110 -10.8133 -5.9796
C -2.3039 -9.7419 -4.9225
C -1.0900 -9.5846 -4.0300
H -0.0928 -16.8469 -6.1940
H 0.5547 -15.2385 -6.2901
H 0.2557 -16.2496 -7.7377
H -2.1747 -15.5516 -6.0399
H -2.0733 -16.0251 -7.7413
H -1.0164 -13.8378 -8.3053
H -1.1961 -13.3331 -6.6962
H -3.6940 -13.5550 -6.8373
H -3.5058 -14.3012 -8.4488
H -0.9475 -11.7961 -8.9485
H -1.8856 -10.5990 -9.8951
H -2.6787 -12.3624 -11.4127
H -2.0183 -13.6319 -10.3905
H 0.3382 -12.5516 -10.8359
H -0.4527 -11.5938 -12.0387
H -1.2016 -13.9148 -13.0859
H -0.2549 -14.6686 -11.9168
H 0.5764 -13.6750 -13.0627
H -5.5748 -12.2891 -8.5626
H -4.7172 -12.5862 -10.0148
H -5.0936 -9.6623 -8.9442
H -6.3376 -10.5071 -9.8361
H -4.8152 -10.9387 -11.6885
H -3.5570 -9.8918 -10.8929
H -4.7859 -8.4893 -12.5104
H -5.0837 -8.0024 -10.9558
H -6.3513 -8.9319 -11.8046
H -4.1478 -11.0652 -6.4630
H -3.4122 -9.7746 -7.3606
H -1.1325 -10.5797 -6.4209
H -1.9933 -11.8257 -5.5863
H -3.1799 -9.9649 -4.2974
H -2.6158 -8.8115 -5.4075
H -0.2063 -9.2567 -4.5792
H -0.8465 -10.5068 -3.5003
H -1.2794 -8.8276 -3.2657
C -2.8183 -3.3241 -4.9298
C -2.1648 -3.6644 -6.2763
C -3.1463 -3.5201 -7.4305
C -4.1502 -4.6710 -7.4584
P -5.2290 -4.7646 -8.8837
C -6.4401 -6.0867 -8.8357
C -7.2116 -6.4467 -7.5607
C -7.5571 -7.9197 -7.5347
C -8.5656 -8.3187 -6.4535
C -6.0796 -3.1624 -8.9172
C -7.0048 -2.9204 -7.7276
C -7.4078 -1.4571 -7.6426
C -8.2784 -1.1226 -6.4297
C -4.3111 -4.9442 -10.4227
C -3.8372 -3.6792 -11.1237
C -2.9158 -4.0531 -12.2991
C -2.1237 -2.8499 -12.8230
H -3.7389 -3.8846 -4.7555
H -3.0793 -2.2617 -4.8901
H -2.1450 -3.4830 -4.0871
H -1.8229 -4.6967 -6.1947
H -1.3147 -2.9991 -6.4219
H -2.6157 -3.5051 -8.3848
H -3.7078 -2.5855 -7.3288
H -4.7420 -4.7533 -6.5380
H -3.6765 -5.6573 -7.4316
H -5.8508 -6.9636 -9.1391
H -7.0764 -5.8677 -9.7024
H -8.1257 -5.8525 -7.5047
H -6.5740 -6.1793 -6.7130
H -6.6328 -8.4954 -7.4014
H -7.9238 -8.2227 -8.5217
H -9.3706 -7.5808 -6.4343
H -8.1225 -8.3248 -5.4576
H -8.9739 -9.3018 -6.6764
H -6.6667 -3.1965 -9.8469
H -5.3702 -2.3574 -9.1115
H -6.5238 -3.1898 -6.7783
H -7.8951 -3.5507 -7.7690
H -8.0516 -1.2200 -8.5041
H -6.6056 -0.7295 -7.7851
H -8.4821 -0.0527 -6.3695
H -7.8309 -1.4492 -5.4901
H -9.2702 -1.5672 -6.5410
H -4.9349 -5.5789 -11.0617
H -3.4707 -5.5973 -10.1711
H -3.3480 -2.9361 -10.4973
H -4.7079 -3.2338 -11.6192
H -3.4827 -4.5711 -13.0756
H -2.1711 -4.7762 -11.9410
H -1.8473 -3.0176 -13.8626
H -1.2345 -2.6901 -12.2198
H -2.7443 -1.9506 -12.7789
C 6.0259 -10.1647 -12.2550
C 5.6410 -9.3037 -11.0824
C 4.1478 -9.2560 -10.8145
C 3.7279 -8.3804 -9.6420
P 1.9608 -8.4390 -9.2771
C 0.8765 -7.9425 -10.6236
C 0.8335 -8.7960 -11.9175
C -0.5506 -8.7546 -12.5092
C -0.7572 -9.4379 -13.8521
C 1.4586 -10.1488 -8.8827
C 2.4903 -11.0780 -8.2683
C 2.0684 -12.5383 -8.3603
C 3.0667 -13.5623 -7.8198
C 1.7713 -7.4871 -7.7575
C 1.8547 -8.2405 -6.4464
C 1.7805 -7.2889 -5.2419
C 0.5685 -6.3581 -5.2970
H 7.0983 -10.0980 -12.4492
H 5.5658 -9.8445 -13.1933
H 5.7887 -11.2203 -12.1078
H 5.9967 -8.2800 -11.2270
H 6.1135 -9.6362 -10.1498
H 3.6548 -10.2378 -10.8368
H 3.6593 -8.8325 -11.7081
H 3.9491 -7.3361 -9.8548
H 4.1976 -8.6119 -8.6782
H 1.2065 -6.9445 -10.9162
H -0.1138 -7.7962 -10.1850
H 1.2636 -9.7775 -11.6798
H 1.5782 -8.4190 -12.6263
H -0.9349 -7.7290 -12.5538
H -1.2725 -9.1973 -11.8014
H -0.3198 -10.4472 -13.8344
H -0.2190 -8.9503 -14.6654
H -1.8025 -9.6252 -14.0900
H 0.9833 -10.5530 -9.7804
H 0.6130 -10.0029 -8.1978
H 2.7203 -10.8178 -7.2353
H 3.4314 -11.0403 -8.8272
H 1.8337 -12.7882 -9.4006
H 1.1166 -12.6765 -7.8210
H 4.0657 -13.3045 -8.1824
H 2.7556 -14.5515 -8.1425
H 3.1561 -13.5103 -6.7337
H 0.8136 -6.9822 -7.8398
H 2.5040 -6.6772 -7.8244
H 2.7705 -8.8296 -6.3504
H 1.0294 -8.9439 -6.2957
H 2.7069 -6.7091 -5.1772
H 1.7594 -7.8611 -4.3102
H -0.3066 -6.9039 -5.6701
H 0.7740 -5.5130 -5.9578
H 0.2978 -5.9220 -4.3353
O -1.8579 -6.3041 -8.7045
C -2.2897 -7.6181 -8.6093
O -1.4467 -8.4790 -8.2526
O -3.4722 -7.8019 -8.9417
H -0.9433 -6.3315 -8.4174
N 2.4536 -5.2785 -9.9323
S 1.5625 -4.0095 -9.5770
O 0.7675 -3.4877 -10.6325
O 2.1341 -3.0867 -8.6591
F 0.4618 -4.7751 -8.6494
S 3.3974 -4.6328 -11.1378
O 4.2347 -3.5841 -10.7157
O 2.7880 -4.6294 -12.4104
F 4.3926 -5.8837 -11.2315
```

Löwdin atomic charge list, values in e, 99 entries: -0.105 -0.250 -0.274 -0.255 1.033 -0.260 -0.223 -0.254 -0.097 -0.257 -0.238 -0.258 -0.099 -0.269 -0.255 -0.258 -0.091 0.077 0.072 0.078 0.116 0.114 0.091 0.095 0.108 0.102 0.074 0.079 0.111 0.110 0.084 0.083 0.080 0.077 0.078 0.107 0.098 0.078 0.117 0.112 0.082 0.077 0.038 0.081 0.117 0.074 0.102 0.103 0.116 0.109 0.044 0.083 0.082 -0.098 -0.243 -0.218 -0.279 1.014 -0.262 -0.236 -0.275 -0.094 -0.270 -0.249 -0.273 -0.107 -0.263 -0.242 -0.256 -0.089 0.063 0.077 0.072 0.090 0.119 0.105 0.114 0.086 0.081 0.066 0.114 0.107 0.111 0.101 0.113 0.074 0.075 0.071 0.109 0.096 0.109 0.109 0.114 0.112 0.074 0.073 0.075 0.101 0.074

No. 2
Molecular formula: C49H109NO6P3
Method: DFT, ωB97M-V with the def2-TZVPD basis set

Values from the calculation:
Multiplicity   2
Gap between HOMO and LUMO (spin up / spin down)   1.919 / 5.073 eV
Charge   0
⟨S²⟩   0.751

Geometry as XYZ:
```
168
C49H109NO6P3 ωB97M-V with the def2-TZVPD basis set
C -0.1713 3.0832 -5.3638
C 0.5625 2.6993 -4.0651
C -0.3582 2.0326 -2.9925
C -1.5843 2.8821 -2.7079
P -1.4434 4.2728 -1.4604
C -0.4712 3.7094 -0.0826
C 0.9909 4.1023 -0.2312
C 1.7155 3.7866 1.0958
C 1.7454 4.9406 2.1627
C -0.6534 5.6477 -2.1697
C -0.8701 6.8994 -1.3055
C 0.2908 7.9405 -1.6058
C -0.0461 9.1757 -0.8465
C -3.1770 4.7667 -0.8913
C -4.0497 3.5460 -0.4318
C -4.2344 3.5083 1.0542
C -4.8446 2.2497 1.6427
H -0.8193 3.9595 -5.3795
H -0.8035 2.2555 -5.6851
H 0.5053 3.3006 -6.1903
H 1.0173 3.5825 -3.6165
H 1.4550 2.0901 -4.2078
H 0.1638 1.8313 -2.0570
H -0.5586 1.0246 -3.3557
H -2.3292 2.1975 -2.3024
H -1.9610 3.4068 -3.5859
H -0.6944 2.6472 0.0169
H -0.9313 4.3138 0.6991
H 1.1671 5.1763 -0.1705
H 1.4593 3.5432 -1.0412
H 2.6972 3.3301 0.9687
H 1.2080 2.9379 1.5544
H 2.3297 5.8106 1.8632
H 2.1051 4.5882 3.1294
H 0.7445 5.3675 2.2272
H -0.7928 5.7840 -3.2422
H 0.3984 5.3837 -2.0602
H -1.0173 6.7555 -0.2351
H -1.8377 7.3127 -1.5902
H 0.1558 8.2783 -2.6334
H 1.3146 7.6555 -1.3632
H -1.0714 9.5352 -0.7589
H 0.4477 10.0466 -1.2776
H 0.3987 9.0006 0.1331
H -3.6873 5.2959 -1.6961
H -3.0165 5.5244 -0.1243
H -3.4904 2.6343 -0.6419
H -5.0074 3.5390 -0.9524
H -4.8221 4.3673 1.3779
H -3.2625 3.5351 1.5469
H -4.1400 1.4191 1.6839
H -5.7671 2.0354 1.1030
H -5.1246 2.4677 2.6734
C 2.9023 -3.9785 -2.8192
C 1.7739 -2.9478 -2.5644
C 0.3867 -3.5789 -2.5192
C -0.6700 -2.4922 -2.3032
P -2.3992 -3.1866 -2.0164
C -2.7355 -4.3953 -3.3619
C -2.2726 -5.8523 -3.1824
C -2.4140 -6.6360 -4.4881
C -3.7947 -7.1914 -4.7227
C -2.5252 -3.9209 -0.3248
C -1.2005 -4.5137 0.2924
C -1.5300 -4.9678 1.7484
C -1.9979 -6.4206 1.7194
C -3.6743 -1.9191 -2.2793
C -3.2987 -0.8448 -3.3913
C -3.3259 -1.2789 -4.8917
C -2.5976 -0.1349 -5.7413
H 2.7404 -4.9471 -2.3461
H 3.8257 -3.5239 -2.4603
H 2.8962 -4.1881 -3.8888
H 1.7948 -2.0588 -3.1948
H 1.9481 -2.7363 -1.5094
H 0.3923 -4.4555 -1.8714
H 0.1042 -4.0299 -3.4704
H -0.6646 -1.8147 -3.1570
H -0.4210 -1.9645 -1.3825
H -2.2318 -3.9959 -4.2421
H -3.8054 -4.3703 -3.5685
H -2.7170 -6.3809 -2.3391
H -1.1902 -5.9774 -3.1519
H -1.6393 -7.4020 -4.5225
H -2.0373 -5.9655 -5.2605
H -4.0723 -7.6575 -3.7774
H -3.8992 -7.9564 -5.4920
H -4.4704 -6.3401 -4.8050
H -3.3276 -4.6574 -0.3689
H -2.7960 -2.9926 0.1783
H -0.4617 -3.7126 0.2708
H -0.8122 -5.3536 -0.2836
H -2.3002 -4.3114 2.1536
H -0.6261 -4.8033 2.3348
H -2.9138 -6.6135 2.2781
H -1.2597 -7.0847 2.1689
H -2.3227 -6.8496 0.7715
H -3.8106 -1.3337 -1.3700
H -4.6072 -2.4392 -2.4970
H -2.3523 -0.3516 -3.1698
H -3.8835 0.0745 -3.3619
H -4.3347 -1.5352 -5.2155
H -2.9040 -2.2835 -4.8605
H -3.1934 0.7760 -5.6831
H -2.5414 -0.3892 -6.7998
H -1.5853 0.1693 -5.4753
C 3.2103 1.1258 -1.4612
C 2.2786 0.4633 -0.4769
C 2.9277 0.2032 0.8829
C 1.9623 -0.4147 1.9782
P 2.7035 -0.8872 3.5580
C 1.4323 -1.5888 4.5528
C 0.1614 -0.8498 4.8104
C -1.0977 -1.4810 4.2388
C -1.5275 -2.6807 5.0879
C 3.9546 -2.1051 3.1239
C 3.6412 -3.1696 2.1299
C 4.6820 -4.3475 2.2398
C 4.4838 -5.5264 1.3618
C 3.3580 0.6145 4.4522
C 4.8443 0.9855 4.0391
C 5.3500 2.3444 4.5621
C 5.5913 2.5283 6.0918
H 3.4012 2.1274 -1.0760
H 3.0168 1.2384 -2.5280
H 4.2083 0.6948 -1.3813
H 1.9165 -0.4444 -0.9596
H 1.4092 1.0848 -0.2623
H 3.2532 1.1284 1.3584
H 3.8147 -0.3570 0.5872
H 1.5705 -1.3635 1.6117
H 1.2478 0.3540 2.2725
H 1.9419 -1.6814 5.5118
H 1.3385 -2.5939 4.1416
H 0.2518 0.2025 4.5408
H 0.1603 -0.7374 5.8945
H -0.9259 -1.8130 3.2148
H -1.8242 -0.6686 4.2235
H -1.3949 -2.6019 6.1669
H -1.1017 -3.6476 4.8195
H -2.6048 -2.7662 4.9456
H 4.3349 -2.4902 4.0700
H 4.8755 -1.6084 2.8185
H 3.6945 -2.8007 1.1057
H 2.6493 -3.6053 2.2498
H 4.7090 -4.8859 3.1871
H 5.7087 -4.0005 2.1230
H 4.3419 -5.1969 0.3325
H 3.5202 -5.9607 1.6280
H 5.3107 -6.2222 1.5039
H 3.3077 0.3892 5.5175
H 2.6064 1.3807 4.2622
H 4.8343 0.9846 2.9491
H 5.6457 0.3176 4.3550
H 4.6493 3.1531 4.3542
H 6.2842 2.5298 4.0320
H 6.2639 3.3859 6.1128
H 6.0184 1.5870 6.4378
H 4.7340 2.7238 6.7359
O -0.4764 2.7647 3.7591
C -1.3891 2.7670 4.7429
O -1.3122 3.5023 5.7228
O -2.4865 2.2039 4.7415
H -0.7881 2.0047 3.2623
N -1.4030 0.0774 0.8259
O -1.4083 0.8814 1.8111
O -1.7907 0.4011 -0.2519
O -1.0518 -1.1130 0.9614
```

Löwdin atomic charge list, values in e, 99 entries: -0.118 -0.251 -0.229 -0.233 1.034 -0.246 -0.226 -0.243 -0.069 -0.308 -0.228 -0.244 -0.145 -0.209 -0.235 -0.286 -0.092 0.058 0.053 0.070 0.081 0.076 0.075 0.084 0.068 0.080 0.082 0.106 0.100 0.096 0.085 0.079 0.062 0.071 0.070 0.114 0.069 0.108 0.109 0.108 0.115 0.082 0.074 0.079 0.090 0.084 0.077 0.115 0.114 0.107 0.066 0.068 0.081 -0.143 -0.308 -0.308 -0.245 1.068 -0.277 -0.253 -0.307 -0.104 -0.236 -0.222 -0.240 -0.114 -0.240 -0.242 -0.232 -0.139 0.062 0.057 0.052 0.067 0.080 0.088 0.072 0.064 0.067 0.065 0.089 0.106 0.093 0.104 0.092 0.069 0.075 0.067 0.095 0.076 0.084 0.091 0.102 0.093 0.068 0.070 0.064 0.083 0.088

Which of these has the lowest charge? C49H109NO6P3